No. 1
Formula: C17H55BrNO7PSb
Source: OMol25
Level of theory: wB97M-V/def2-TZVPD

Geometry as XYZ:
```
83
Properties=species:S:1:pos:R:3:forces:R:3
H -3.265 -0.028 1.211 -0.27 0.34 -0.21
H 3.827 -4.312 3.143 -0.05 0.04 -0.06
O -5.335 1.045 2.849 -0.08 -0.03 0.11
H 1.644 -8.014 1.721 -0.02 -0.02 0.01
H -3.467 -1.727 -7.533 -0.03 0.01 -0.04
H -4.430 0.604 5.380 0.04 -0.05 0.01
H 0.877 6.842 -1.372 0.00 -0.01 0.04
H -2.121 0.431 2.467 0.13 0.06 0.20
H -4.477 -0.784 3.289 -0.05 -0.08 0.01
N 4.672 0.539 0.638 -0.21 0.09 0.25
H 4.859 1.535 0.588 0.08 -0.09 -0.04
C -1.345 -0.929 0.943 0.52 0.53 -0.05
C -5.339 -0.174 3.582 0.20 0.11 0.03
H 1.775 -5.105 2.185 0.10 0.12 0.13
H 5.858 3.707 -0.045 -0.07 -0.07 0.00
H -4.370 -1.725 -2.995 0.06 0.05 -0.09
H -0.219 -5.653 1.135 -0.06 -0.07 -0.02
H -4.529 1.524 3.078 -0.02 -0.01 -0.14
H 2.777 1.525 1.916 -0.18 -0.25 0.41
H -3.389 0.007 -5.762 0.00 -0.03 0.08
H -5.481 -0.095 -1.441 -0.01 0.04 -0.04
C -4.952 -1.113 -6.088 0.18 0.08 -0.09
H -5.457 -0.401 -6.751 -0.08 -0.06 0.00
H -0.302 7.984 -0.706 -0.01 0.01 0.00
H 5.200 5.439 1.368 -0.08 0.07 0.02
H -4.735 -2.311 -0.786 0.06 0.03 0.00
C -4.450 0.056 -1.778 -0.01 0.00 0.06
H 0.193 8.096 -2.402 -0.04 0.04 0.02
H -3.893 0.517 -0.962 -0.01 0.00 -0.04
H 2.033 8.577 0.000 0.06 0.01 0.01
H 3.565 5.125 0.772 -0.02 -0.04 0.03
O -3.820 -2.179 -1.054 0.05 -0.01 -0.02
H 2.849 -1.036 -1.295 0.11 0.07 0.24
H 4.594 7.068 -0.440 0.01 0.01 -0.04
H -4.460 0.747 -2.620 -0.01 -0.04 -0.04
H -3.742 -2.888 -6.239 -0.02 -0.02 0.02
C -4.235 -2.177 -6.900 0.03 -0.01 0.06
H 0.495 -7.926 0.371 0.00 0.02 -0.01
H -6.191 0.660 5.377 -0.03 -0.02 0.00
C 4.868 -3.857 1.552 0.07 0.14 0.23
C 1.127 -7.337 1.040 0.02 -0.03 0.03
C 0.053 -0.959 1.565 -0.26 -0.46 -0.30
H 5.920 6.019 -0.973 0.02 0.04 0.05
H -1.247 -0.833 -0.139 -0.15 -0.06 -0.27
H 6.295 -4.440 3.070 0.03 0.05 -0.01
C -5.329 0.061 5.081 -0.05 0.07 -0.02
C 4.618 5.113 0.496 0.21 -0.07 -0.07
C -2.229 0.212 1.412 0.04 -0.44 -0.19
H -0.442 -6.835 2.433 -0.02 0.01 0.02
H 4.281 5.720 -1.543 -0.05 0.02 0.01
H -4.933 -2.718 -7.541 0.00 0.01 -0.01
H 3.617 -0.476 2.630 -0.46 0.23 0.27
H 0.165 -1.905 2.086 0.25 -0.11 0.30
O 2.803 8.663 -1.865 0.00 0.06 0.04
H -5.706 -1.567 -5.447 -0.01 0.03 0.05
H -1.883 -1.860 1.089 -0.12 -0.19 0.16
H -6.243 -0.704 3.285 -0.02 0.01 -0.05
C 1.677 8.808 -1.003 -0.07 -0.02 -0.20
P 3.307 0.286 1.452 1.36 0.34 -0.76
H 4.721 -3.972 0.481 -0.14 0.01 -0.01
H -5.354 -0.884 5.627 0.02 -0.01 0.00
H 0.196 -0.145 2.270 0.16 0.22 0.07
C 4.866 6.039 -0.681 -0.01 -0.06 0.00
O 1.108 -5.570 2.713 -0.07 -0.13 -0.06
Sb 1.643 -1.020 -0.017 -0.57 -0.80 -0.61
C -3.827 -1.272 -2.162 -0.26 -0.03 0.16
H 2.333 -2.509 0.683 0.02 0.07 0.17
H 0.587 -2.025 -1.014 -0.19 0.10 -0.01
O -4.065 -0.417 -5.222 -0.06 0.02 -0.09
H 1.340 9.851 -1.010 -0.02 -0.01 0.08
Br -1.772 1.867 0.469 -0.18 0.08 0.24
C 6.148 -4.547 1.992 -0.06 -0.09 0.01
H 4.916 -2.786 1.765 0.02 0.03 -0.12
C 0.542 7.879 -1.389 0.07 -0.04 -0.03
H 7.013 -4.118 1.485 0.00 0.03 0.01
H 2.521 8.870 -2.762 0.02 -0.05 0.05
H -2.792 -1.138 -2.468 0.06 -0.09 0.07
C 0.306 -6.326 1.822 0.14 0.17 -0.04
H 0.995 0.480 -0.700 -0.08 0.16 0.13
H 1.885 -6.829 0.440 -0.03 0.02 -0.04
O 3.725 -4.421 2.192 0.08 -0.27 0.00
O 4.926 3.760 0.192 -0.01 0.17 0.00
H 6.103 -5.615 1.770 0.01 0.00 -0.03
```
Positions in Å, forces in eV/Å.

Calculated values
charge = -1
HOMO level = -0.11741 Ha

No. 2
Formula: C9H14
Source: OMol25
Level of theory: wB97M-V/def2-TZVPD

Geometry as XYZ:
```
23
Properties=species:S:1:pos:R:3:forces:R:3
H 1.124 -2.311 1.130 -0.02 -0.09 0.54
H -0.929 -1.855 -0.228 1.44 0.93 -0.01
C -1.238 0.187 -1.860 3.78 1.36 -3.77
H 2.856 -0.606 1.527 -0.65 0.42 -1.61
H 1.305 1.502 -2.072 -0.81 -0.67 0.64
H -2.793 -0.625 2.419 0.64 2.82 -1.13
C -1.284 0.974 1.549 -1.44 3.92 -0.06
C 2.134 -0.462 0.663 0.68 -0.85 -1.52
H -2.193 0.113 -1.526 -2.58 -0.24 1.95
C 1.085 -1.412 0.541 1.00 -0.04 1.61
H -1.153 2.015 2.021 -1.24 -0.95 -0.48
C 0.041 -0.066 -1.019 -3.33 0.85 -3.46
H -1.251 -0.423 -2.805 0.30 -0.15 0.96
H -2.873 -0.194 0.774 -0.47 0.27 -0.87
C 1.141 0.727 -1.297 1.85 -2.05 1.65
H -1.121 1.184 -2.381 -0.34 -0.57 0.94
H -3.375 1.127 1.917 -0.24 -0.56 -0.17
H -0.431 0.644 1.984 2.35 -2.53 1.01
C -2.652 0.344 1.674 -0.11 -2.57 2.40
H 2.993 1.261 -0.578 0.06 -1.69 0.62
H -1.108 1.192 0.512 0.29 -0.01 -0.28
C -0.007 -1.190 -0.231 -0.48 -0.62 -0.15
C 2.272 0.395 -0.469 -0.68 3.05 1.21
```
Positions in Å, forces in eV/Å.

Calculated values
energy relative to the best compared isomer or geometry (same formula, charge and spin) = 257.41 kJ/mol
SMILES = Cc1ccccc1.CC
charge = 0
HOMO level = -0.32697 Ha

No. 3
Formula: C9H11N3
Source: OMol25
Level of theory: wB97M-V/def2-TZVPD

Geometry as XYZ:
```
23
Properties=species:S:1:pos:R:3:forces:R:3
C -0.075 -0.051 -0.963 3.54 3.39 4.04
C 2.955 -0.031 1.618 -0.38 -2.40 2.82
C 1.213 0.999 -0.052 -2.64 -2.24 -3.38
H -0.531 -1.350 -2.512 -0.37 -0.46 0.51
H 2.302 -0.497 2.512 1.46 1.44 -2.06
N -3.139 0.441 0.711 -0.76 -0.25 0.98
C 2.371 0.451 0.551 1.23 -0.48 0.98
C -2.835 1.640 0.148 1.68 -4.64 0.09
H -1.135 -1.992 1.188 -0.34 -0.47 -0.13
C -2.163 -0.373 0.403 -0.73 0.62 -0.68
C -2.144 -1.829 0.772 1.40 1.40 1.31
H 1.228 -1.226 -2.115 -0.25 0.24 0.47
H -3.322 2.475 0.318 -2.61 3.84 0.53
C 2.555 1.060 -0.739 1.70 -0.25 -2.95
H 3.248 1.916 -1.008 -1.32 -0.59 0.96
H 0.735 1.865 0.310 -0.62 0.75 0.39
H 2.664 0.324 -1.613 -0.34 0.86 1.32
H 4.052 -0.263 1.728 -1.28 0.55 -0.43
N -1.757 1.610 -0.535 2.61 0.16 -0.95
N -1.262 0.337 -0.374 -2.50 -0.35 -0.18
H -2.279 -2.431 -0.075 -0.11 -0.95 -1.24
C 0.206 -0.986 -1.805 0.52 -0.62 -2.16
H -2.889 -2.088 1.531 0.13 0.45 -0.26
```
Positions in Å, forces in eV/Å.

Calculated values
energy relative to the best compared isomer or geometry (same formula, charge and spin) = 542.04 kJ/mol
SMILES = C=C1C[C@H]1C(=C)n1ncnc1C
charge = 0
HOMO level = -0.33338 Ha

No. 4
Formula: C5H6N2
Source: OMol25
Level of theory: wB97M-V/def2-TZVPD

Geometry as XYZ:
```
13
Properties=species:S:1:pos:R:3:forces:R:3
H 1.735 -1.204 -0.170 -0.19 0.08 0.37
H -1.084 -0.660 0.268 0.83 -0.86 -0.38
N 1.172 -0.500 -0.619 -0.37 2.39 -0.57
C -0.640 -2.852 0.353 0.22 0.40 -0.24
H -0.399 2.233 -1.216 0.58 -0.19 -0.12
C -0.643 -1.659 0.176 -1.73 -0.49 0.99
H -0.546 -3.903 0.433 0.08 -0.24 0.01
C -0.638 1.551 -0.430 -3.02 -0.02 0.85
H -2.409 1.031 0.903 -0.03 -0.48 0.25
H 1.692 2.491 0.341 0.00 0.01 0.27
N 2.063 1.629 -0.037 -1.07 0.93 -0.26
C -1.562 1.138 0.272 1.51 1.67 -1.14
C 1.259 0.705 -0.276 3.19 -3.20 -0.05
```
Positions in Å, forces in eV/Å.

Calculated values
energy relative to the best compared isomer or geometry (same formula, charge and spin) = 742.68 kJ/mol
SMILES = N=C=N.C#C.C#C
charge = 0
HOMO level (alpha / beta) = -0.32595 / -0.32593 Ha

No. 5
Formula: C5H10N2
Source: OMol25
Level of theory: wB97M-V/def2-TZVPD

Geometry as XYZ:
```
17
Properties=species:S:1:pos:R:3:forces:R:3
C -0.031 1.824 -0.004 -0.98 -3.32 -0.64
C 1.396 1.618 0.301 0.20 0.05 0.18
C -0.168 -2.981 -0.345 -0.14 -0.23 0.27
H -1.916 0.357 -0.295 0.34 -0.26 0.24
H -0.659 -0.289 1.044 -0.11 0.10 -0.58
H -0.590 1.914 1.913 0.02 -0.26 -0.17
C -0.858 -2.035 -0.951 0.55 1.28 -0.19
H -0.604 -3.941 -0.105 0.08 -0.22 -0.32
H -0.480 -0.969 -0.972 -0.10 -1.91 -0.79
H -1.845 -2.187 -1.361 -0.21 -0.13 0.10
H 1.599 1.198 1.299 0.05 0.02 -0.09
N 2.278 1.932 -0.542 0.13 0.17 -0.21
N -0.985 1.975 0.975 -1.11 -1.42 0.07
H 0.839 -2.816 0.009 0.07 0.14 0.16
H -0.240 2.275 -0.968 0.08 0.04 0.00
C -0.964 0.361 0.226 1.26 6.09 1.81
H 3.230 1.763 -0.224 -0.11 -0.13 0.14
```
Positions in Å, forces in eV/Å.

Calculated values
energy relative to the best compared isomer or geometry (same formula, charge and spin) = 438.21 kJ/mol
SMILES = [H]/N=C/[C@H]1CN1.C=C
charge = 0
HOMO level = -0.33155 Ha

No. 6
Formula: C4H6OS2
Source: OMol25
Level of theory: wB97M-V/def2-TZVPD

Geometry as XYZ:
```
13
Properties=species:S:1:pos:R:3:forces:R:3
C 2.109 0.773 0.022 0.64 -1.18 0.05
S 1.658 -0.943 -0.032 -0.47 0.00 0.24
S -2.295 0.251 -0.017 -1.02 -0.09 0.58
O 1.311 1.635 -0.097 -1.05 1.65 -0.07
H 3.186 0.994 0.174 -0.09 -0.42 -0.07
H -1.150 -0.632 2.040 -0.20 -0.46 0.42
H -0.470 0.873 1.394 0.23 -0.15 0.05
H -0.567 0.791 -1.535 0.55 -0.15 0.26
H -1.188 -0.774 -1.991 -0.22 -0.28 -0.05
H -0.506 -1.900 0.027 0.11 0.39 0.00
C -0.213 -0.839 0.005 0.92 0.10 0.03
C -0.920 -0.085 1.151 0.28 0.52 -0.85
C -0.955 -0.145 -1.142 0.32 0.08 -0.60
```
Positions in Å, forces in eV/Å.

Calculated values
energy relative to the best compared isomer or geometry (same formula, charge and spin) = 95.15 kJ/mol
charge = 0
HOMO level = -0.32020 Ha

No. 7
Formula: C5H20N2O4
Source: OMol25
Level of theory: wB97M-V/def2-TZVPD

Geometry as XYZ:
```
31
Properties=species:S:1:pos:R:3:forces:R:3
H -0.362 1.853 1.018 -0.54 0.30 -0.21
H -0.230 3.235 -1.815 0.15 -0.05 -0.17
H 0.607 -1.807 2.661 0.13 -0.03 -0.15
H -4.043 1.065 0.928 0.02 0.07 0.09
H -0.099 1.548 2.625 0.25 -0.05 -0.16
O 0.230 2.387 -1.863 -0.01 -0.18 0.03
C 0.537 -0.367 0.169 -0.06 0.42 0.04
C 0.540 -0.721 2.690 -0.42 0.81 0.72
H 0.849 0.561 -0.305 0.13 0.35 0.35
H -1.117 -0.266 -3.382 -0.09 0.03 0.67
H -1.174 -0.712 1.394 -0.07 0.00 0.29
N 0.248 -1.255 -2.147 -0.36 0.34 -0.45
H -1.290 -0.462 -0.980 -0.18 0.06 -0.15
H 0.962 2.521 -2.483 -0.19 0.17 0.20
H 1.453 -0.909 0.401 -0.10 -0.25 -0.39
O -3.209 1.402 0.574 -0.01 -0.30 -0.10
C -0.387 -1.043 -0.843 0.79 -0.21 0.30
O 3.078 -1.232 -1.466 0.01 -0.31 -0.32
H 3.538 -2.016 -1.135 0.02 0.08 0.05
H 1.126 -1.765 -2.193 0.43 -0.09 0.44
O -0.209 -0.267 3.822 0.27 -0.29 -0.16
N -0.611 1.240 1.787 0.89 0.00 1.13
H -0.627 -2.031 -0.485 -0.39 -0.45 0.10
H 3.683 -0.892 -2.141 -0.05 0.06 0.13
H -1.572 1.317 2.121 -0.36 0.15 -0.86
H -3.431 1.621 -0.338 0.01 0.16 0.05
H 0.200 -0.571 4.647 -0.13 0.08 -0.22
C -0.217 -0.858 -3.255 -0.45 0.00 -1.13
H 1.527 -0.246 2.710 0.22 -0.32 -0.09
C -0.225 -0.185 1.492 -0.37 -0.55 -0.43
H 0.224 -1.145 -4.209 0.47 -0.03 0.39
```
Positions in Å, forces in eV/Å.

Calculated values
energy relative to the best compared isomer or geometry (same formula, charge and spin) = 25.48 kJ/mol
charge = +2
HOMO level = -0.64148 Ha

No. 8
Formula: C10H18N2O3Si
Source: OMol25
Level of theory: wB97M-V/def2-TZVPD

Geometry as XYZ:
```
34
Properties=species:S:1:pos:R:3:forces:R:3
H 3.035 0.246 1.564 -0.61 0.32 -0.33
O -0.653 0.613 -1.068 1.65 -1.45 -1.26
H -0.323 0.190 3.118 0.83 -0.31 1.53
H -1.142 3.653 0.063 0.52 0.16 -0.09
H -1.743 2.637 2.003 -0.45 -0.12 -0.62
H -2.065 0.537 3.144 -0.72 -0.31 0.36
C -0.847 2.080 2.221 2.74 1.33 1.38
C 1.123 -3.870 -3.615 2.58 0.26 -4.34
H -2.065 1.360 -0.015 -0.73 0.74 -0.03
H -1.946 2.112 -1.578 -0.33 0.35 -1.32
N 0.172 2.327 1.121 -0.97 -1.10 0.80
C 0.254 -2.284 -2.010 -0.91 0.78 -0.83
C -0.711 -2.057 -0.827 2.25 -0.36 1.78
H -0.466 2.700 3.143 -0.51 -1.50 -1.12
O 1.447 -0.368 0.446 -1.57 -0.85 -1.24
C -0.505 2.780 -0.134 1.74 -0.49 -0.09
H 2.060 2.328 0.277 0.01 -0.66 0.58
C 0.246 -3.750 -2.542 0.06 0.73 3.27
H -0.422 -2.870 -0.149 -0.35 -0.11 0.36
H -1.784 -2.160 -0.967 0.04 0.30 -0.44
C -1.370 1.722 -0.783 -0.82 0.28 3.04
H 1.288 -1.929 -1.714 -1.10 -0.62 -0.64
H -0.701 -4.057 -2.888 -1.44 -0.10 -0.27
C -1.145 0.597 2.613 1.07 1.15 -3.05
H 0.480 -4.402 -1.691 0.21 -0.14 -0.29
C 1.670 1.953 1.253 -2.08 0.71 -1.38
O -1.188 -0.204 1.408 -0.14 -0.37 0.05
N 1.700 -3.775 -4.628 -0.88 -0.46 2.20
H 1.520 0.086 2.418 0.16 0.41 -0.22
C 1.940 0.432 1.453 0.81 1.01 1.56
H 0.306 2.938 -0.882 -0.48 0.63 0.52
H 2.174 2.584 2.000 -0.34 -0.41 0.22
H -0.145 -1.691 -2.858 0.76 0.11 0.38
Si -0.192 -0.455 0.104 -1.00 0.08 -0.46
```
Positions in Å, forces in eV/Å.

Calculated values
energy relative to the best compared isomer or geometry (same formula, charge and spin) = 121.67 kJ/mol
SMILES = N#CCCC[Si]12OCCN(CCO1)CCO2
charge = 0
HOMO level = -0.31451 Ha